# 1
Density functional theory data (ωB97M-V with the def2-TZVPD basis set) for C46H55BrCaN8O3Si3 as an isolated structure in a non-equilibrium geometry.

```
117
Properties=species:S:1:pos:R:3:lowdin_charge:R:1
Ca -0.3308 0.1300 -0.6185 1.2929
C -4.3883 4.1527 1.0090 -0.0792
C -4.3834 2.8393 1.4524 -0.0739
C -3.6907 1.8726 0.7406 -0.0325
C -3.0321 2.2145 -0.4331 -0.2580
C -3.0137 3.5365 -0.8683 -0.0210
C -3.6838 4.5018 -0.1397 -0.0653
N -2.3622 1.1619 -1.1355 -0.0332
N -2.2782 1.3731 -2.3555 0.1165
C -1.6764 0.3624 -3.1501 -0.3470
C -1.4174 0.6926 -4.4693 0.0055
C -0.8896 -0.2792 -5.2997 -0.0304
C -0.6694 -1.5476 -4.7869 -0.0239
C -0.9437 -1.7793 -3.4475 -0.1043
N -1.4271 -0.8455 -2.6350 0.0583
H -4.9374 4.9065 1.5595 0.0970
H -4.9019 2.5662 2.3616 0.1113
H -3.6550 0.8521 1.0956 0.0929
H -2.4450 3.7904 -1.7527 0.1143
H -3.6551 5.5322 -0.4693 0.1086
H -1.6029 1.7049 -4.7999 0.1206
H -0.6534 -0.0518 -6.3305 0.1165
H -0.2771 -2.3430 -5.4040 0.1140
H -0.7492 -2.7476 -3.0018 0.1141
C 4.5797 -2.1571 -0.0932 -0.1907
Si 3.3463 -1.2940 1.0554 0.3779
C 3.2108 0.5002 0.3941 -0.1723
C 4.3698 -1.1203 2.6446 -0.1957
C 1.7967 -2.2427 1.3014 -0.4539
Si 1.3692 -3.7501 0.3696 0.3412
C 1.7612 -5.2948 1.4076 -0.1946
C 2.1912 -4.0929 -1.2970 -0.1908
C -0.4682 -3.9668 -0.0620 -0.2008
Si 1.1553 -2.1888 2.9895 0.4119
C 2.2274 -3.1639 4.2384 -0.1809
C -0.5762 -2.8874 3.3213 -0.1882
C 1.1121 -0.4414 3.7868 -0.2952
C 0.7279 -0.3011 5.1274 -0.0764
C 0.8157 0.9275 5.7559 -0.0803
C 1.3249 2.0016 5.0406 -0.0821
C 1.6853 1.7886 3.7212 -0.1714
N 1.5617 0.6194 3.0968 0.0611
H 5.4649 -1.5306 -0.2471 0.0286
H 4.1524 -2.3680 -1.0695 -0.0165
H 4.9094 -3.1056 0.3400 0.0321
H 3.5899 1.2065 1.1358 0.0221
H 2.1722 0.7642 0.2016 -0.0266
H 3.7795 0.6367 -0.5320 0.0245
H 5.2638 -0.5154 2.4575 0.0276
H 4.6996 -2.0995 3.0020 0.0257
H 3.8135 -0.6389 3.4465 0.0037
H 2.7956 -5.2506 1.7577 0.0214
H 1.6292 -6.2306 0.8531 0.0218
H 1.1181 -5.3364 2.2925 0.0135
H 3.2400 -4.3682 -1.1893 0.0186
H 2.1202 -3.2198 -1.9436 -0.0014
H 1.6805 -4.9245 -1.7940 0.0260
H -1.1048 -3.9051 0.8202 -0.0046
H -0.6330 -4.9433 -0.5297 0.0308
H -0.7960 -3.1980 -0.7694 -0.0210
H 2.8411 -3.8797 3.6899 0.0121
H 1.6252 -3.7198 4.9647 0.0232
H 2.9011 -2.5088 4.7963 0.0186
H -0.6342 -3.9344 3.0153 0.0149
H -1.3621 -2.3342 2.8057 -0.0128
H -0.7888 -2.8504 4.3934 0.0206
H 0.3833 -1.1711 5.6745 0.0974
H 0.5059 1.0454 6.7876 0.1005
H 1.4324 2.9801 5.4918 0.0949
H 2.0975 2.6018 3.1276 0.1032
N -3.1725 -1.7269 0.4976 0.1559
C -2.0920 -1.3124 0.5317 -0.0703
H -4.1084 -2.0704 0.4486 0.1054
C -4.7266 9.7507 5.9236 -0.0506
C -4.3977 8.2954 5.7220 -0.2800
C -4.2367 7.4296 6.7979 -0.0388
C -3.9312 6.0914 6.6079 -0.0164
C -3.7938 5.5731 5.3250 -0.2477
N -3.5350 4.1948 5.1744 0.1379
C -2.7880 3.5233 4.2267 -0.5240
O -2.8704 2.3174 4.1101 0.0626
N -1.9626 4.3265 3.4777 0.1564
C -1.1542 3.9500 2.3963 -0.1958
C -0.4712 4.9482 1.7086 -0.0027
C 0.3078 4.6061 0.6216 -0.0398
C 0.3740 3.2761 0.2367 -0.1366
N -0.2703 2.3123 0.9001 0.0304
C -1.0055 2.6375 1.9626 -0.0891
C -3.9749 6.4257 4.2370 -0.0355
C -4.2600 7.7664 4.4427 -0.0383
H -4.8081 9.9925 6.9820 0.0741
H -5.6734 10.0046 5.4444 0.0822
H -3.9578 10.3902 5.4873 0.0818
H -4.3442 7.8069 7.8078 0.1131
H -3.7981 5.4372 7.4613 0.1160
H -3.9436 3.5724 5.8528 0.1515
H -1.9285 5.3022 3.7262 0.1235
H -0.5631 5.9824 2.0236 0.1194
H 0.8479 5.3572 0.0624 0.1104
H 0.9694 2.9804 -0.6169 0.0851
H -1.4994 1.8361 2.4889 0.1095
H -3.9287 6.0373 3.2270 0.0911
H -4.4020 8.4120 3.5834 0.1171
Br 1.8064 3.3914 -3.9198 0.7825
C 2.9556 1.8743 -3.9287 -0.5773
C 4.1166 2.0252 -4.6738 -0.1424
C 5.0326 0.9889 -4.7547 -0.0742
C 4.7748 -0.2130 -4.1134 -0.0595
C 3.6049 -0.3591 -3.3922 -0.0119
C 2.6809 0.6780 -3.2672 -0.1462
C 1.5037 0.4289 -2.3612 -0.6468
O 1.3524 -0.7060 -1.8469 -0.1438
O 0.6989 1.3784 -2.1193 -0.2556
H 4.2987 2.9598 -5.1853 0.0906
H 5.9466 1.1253 -5.3184 0.1063
H 5.4848 -1.0278 -4.1619 0.1090
H 3.3799 -1.2844 -2.8859 0.1000
```

LUMO level ... -0.0572 Eh
Kohn-Sham gap ... 4.05 eV
Total energy ... -178776.83284 eV
Net charge ... 0

# 2
Density functional theory data (ωB97M-V with the def2-TZVPD basis set) for C52H120AsF18N6O20 as an isolated structure in a non-equilibrium geometry.

```
217
Properties=species:S:1:pos:R:3:lowdin_charge:R:1
C 23.4595 18.9936 24.6815 -0.1200
O 22.1897 18.4618 24.7207 -0.1977
C 21.9596 17.4788 23.7597 -0.2202
C 20.4387 17.5155 23.3285 -0.1054
N 19.9973 18.5434 22.3265 -0.0701
H 19.7342 17.8803 20.8800 0.0419
H 19.0805 18.6939 22.6465 0.0828
C 20.7095 19.7979 22.3646 -0.1739
C 20.1770 20.7448 21.3132 -0.2285
O 18.8069 20.7487 21.3524 -0.2105
C 18.2907 21.2405 22.5682 -0.0887
H 23.4540 20.0460 25.0512 0.1010
H 23.8009 18.8821 23.6504 0.0652
H 24.0722 18.3526 25.3677 0.1069
H 22.1661 16.5212 24.2403 0.1012
H 22.4964 17.5202 22.7965 0.1042
H 19.8522 17.7400 24.2880 0.1447
H 20.1806 16.5394 22.8812 0.0992
H 21.8133 19.6072 22.3635 0.1389
H 20.4850 20.1931 23.3904 0.1324
H 20.4964 20.4874 20.3014 0.1185
H 20.5273 21.7476 21.5738 0.1296
H 18.0857 20.4339 23.2823 0.0911
H 17.3197 21.7237 22.2721 0.1107
H 18.9009 22.0035 22.9947 0.0855
C 19.7272 11.8042 16.8233 -0.0316
O 18.9288 10.8069 16.1517 -0.1566
C 17.6663 11.1675 15.8159 -0.2365
C 17.3165 10.5234 14.4288 -0.1725
N 18.2579 10.9787 13.4777 -0.0896
H 18.5711 12.5830 13.4785 0.0730
H 19.1789 10.6618 13.8624 0.1364
C 18.1180 10.5388 12.1258 -0.1679
C 18.3140 9.0232 11.9611 -0.1971
O 19.4470 8.7750 12.7434 -0.2356
C 20.1563 7.6572 12.3427 -0.1139
H 19.8878 12.6577 16.1923 0.0778
H 20.5999 11.2837 17.1163 0.0900
H 19.3002 12.1973 17.7158 0.0516
H 17.5256 12.2570 15.7360 0.1194
H 16.9342 10.8221 16.5465 0.1015
H 16.3782 10.9414 14.2020 0.1087
H 17.2033 9.4738 14.5589 0.1143
H 18.8385 11.0726 11.5270 0.1042
H 17.0945 10.7826 11.7449 0.1415
H 18.5702 8.6960 10.9207 0.1376
H 17.3992 8.5109 12.2749 0.1209
H 21.0372 7.6520 13.0060 0.1009
H 20.5178 7.7617 11.3604 0.0772
H 19.6378 6.7048 12.5043 0.1025
C 29.2788 16.3614 18.5413 -0.0431
O 27.8860 16.4438 18.0962 -0.2031
C 27.0227 16.6746 19.1673 -0.2580
C 26.9846 18.1282 19.6201 -0.1879
N 26.7770 19.0360 18.4910 -0.0675
H 27.1887 18.7468 17.6321 0.1076
H 24.7039 18.9150 18.1501 0.1017
C 27.0995 20.4079 18.8308 -0.2376
C 27.0410 21.3393 17.6693 -0.2141
O 25.7881 21.0621 16.9725 -0.2004
C 25.7106 21.8532 15.8159 -0.1323
H 29.5789 15.4591 18.0476 0.0799
H 29.2225 16.2999 19.6562 0.0983
H 29.8331 17.2337 18.2363 0.0780
H 27.2962 16.1117 20.1069 0.1083
H 26.0381 16.3014 18.8112 0.0983
H 27.9287 18.2784 20.1680 0.1184
H 26.1672 18.3619 20.2927 0.1169
H 28.0303 20.4757 19.4695 0.1363
H 26.3163 20.7637 19.5399 0.1286
H 27.9427 21.0163 17.1271 0.1241
H 27.2510 22.3646 17.9818 0.1274
H 26.6436 21.8098 15.1962 0.0957
H 25.5692 22.9276 16.1126 0.0950
H 24.7971 21.4937 15.2651 0.0946
C 15.2695 13.9084 18.0022 -0.0817
O 14.4848 14.1572 19.1625 -0.1763
C 15.3150 14.2881 20.3024 -0.2132
C 14.8139 13.3492 21.3147 -0.1177
N 14.7083 12.0031 20.7500 0.0614
H 14.3160 11.4288 21.5208 0.1967
H 14.1224 12.0477 19.8960 0.1769
C 15.9877 11.2458 20.4899 -0.0998
C 15.6573 10.0024 19.6606 -0.2586
O 15.0277 10.3853 18.5255 -0.2316
C 14.5255 9.3179 17.6919 -0.0545
H 14.6082 13.8998 17.0751 0.1203
H 15.7461 12.9224 18.0081 0.0744
H 15.9695 14.7270 17.9156 0.0692
H 15.2892 15.3635 20.7100 0.1529
H 16.3291 13.9671 20.0769 0.1049
H 13.7668 13.5480 21.5546 0.1487
H 15.4294 13.2521 22.2150 0.1459
H 16.4179 11.0407 21.4940 0.1197
H 16.8237 11.8448 19.9451 0.1565
H 15.0102 9.4464 20.3180 0.1238
H 16.5912 9.4229 19.4789 0.1502
H 15.1369 8.3826 17.6438 0.1027
H 14.4218 9.8324 16.6751 0.1120
H 13.5363 9.0569 18.2082 0.1118
C 24.2001 9.7421 22.2734 -0.1103
O 23.4475 10.8804 22.4198 -0.2187
C 24.1156 12.1456 22.5197 -0.1762
C 23.0475 13.2030 22.6112 -0.0653
N 22.0350 12.7397 23.6970 0.0962
H 21.0513 13.0041 23.4789 0.0961
H 22.1452 11.7690 23.6471 0.0992
C 22.3864 13.3658 25.0731 -0.0432
C 21.4104 12.7557 26.0648 -0.2089
O 21.7798 11.3893 26.2448 -0.1936
C 20.7820 10.7031 27.1005 -0.0549
H 24.8700 9.5880 23.1526 0.1089
H 24.6575 9.7151 21.3159 0.0815
H 23.4659 8.9496 22.3902 0.0915
H 24.8050 12.3640 21.7120 0.1344
H 24.5724 12.0873 23.4998 0.1231
H 22.3944 13.1786 21.7119 0.1255
H 23.4118 14.1716 22.9112 0.0831
H 22.1714 14.4176 24.9318 0.1089
H 23.4138 13.2846 25.2966 0.1178
H 20.4305 12.7517 25.6233 0.0944
H 21.2831 13.2381 27.0518 0.1341
H 21.2241 9.7186 27.4165 0.1041
H 19.9256 10.4225 26.5081 0.0492
H 20.4077 11.3918 27.9137 0.1027
C 14.9174 18.0591 19.6317 -0.0891
O 16.1746 18.1038 18.9979 -0.2055
C 16.6010 19.3996 18.5908 -0.1931
C 18.0997 19.4546 18.4120 -0.1147
N 18.5022 18.3299 17.5397 0.0649
H 19.4052 17.9978 17.7366 0.1058
H 17.8858 17.5781 17.8473 0.1291
C 18.3516 18.6729 16.0808 -0.0655
C 18.3394 17.4179 15.2331 -0.1649
O 17.1933 16.6703 15.6886 -0.2130
C 16.8320 15.5398 14.9404 -0.0757
H 15.0233 18.1824 20.7638 0.1201
H 14.6927 16.9766 19.5580 0.0667
H 14.1047 18.5779 19.1431 0.0941
H 16.3264 20.1149 19.3905 0.1395
H 16.0437 19.6331 17.6529 0.1356
H 18.4963 19.2033 19.4757 0.1317
H 18.5562 20.4314 18.1222 0.1596
H 19.2146 19.3484 15.8935 0.1357
H 17.3562 19.0996 15.9467 0.1340
H 19.2280 16.7654 15.3394 0.1162
H 18.1240 17.6317 14.1831 0.1359
H 16.1137 15.1411 15.6184 0.0586
H 17.6571 14.8794 14.6825 0.0667
H 16.3569 15.8526 13.9971 0.1056
C 20.0831 13.6572 12.9799 -0.3962
O 20.9305 12.6022 13.3910 -0.0820
O 18.9160 13.5283 13.5939 0.0079
C 20.6678 14.9798 13.4441 -0.5856
F 20.7822 15.0937 14.7590 0.1644
F 21.8662 15.0902 12.8478 0.1495
F 19.9442 16.0268 13.0370 0.1514
C 21.7025 11.9757 12.3725 -0.2398
C 22.0966 10.5540 12.8525 -0.0530
H 22.6246 10.6677 13.8076 0.0785
H 21.2011 9.9378 13.0097 0.0356
H 22.7506 9.9346 12.1458 0.1070
H 22.4563 12.6504 12.0095 0.1054
H 21.0342 11.7603 11.4289 0.1322
H 20.0666 13.6371 11.7657 0.2081
C 23.1714 18.1034 17.2842 -0.3499
O 23.9755 17.9965 16.1829 -0.0772
O 23.8729 18.4509 18.4588 0.0261
C 22.1175 19.2318 16.9444 -0.4821
F 21.1539 19.4488 17.8517 0.1278
F 22.6791 20.4213 16.6827 0.1704
F 21.3508 18.8712 15.8663 0.1010
C 24.3912 16.6335 15.9083 -0.1977
C 25.3183 16.7014 14.7036 -0.0566
H 24.7264 17.1214 13.8600 0.0896
H 26.1021 17.4264 14.7491 0.0635
H 25.7259 15.7116 14.4645 0.0858
H 23.5177 16.0180 15.6388 0.1147
H 24.8651 16.3003 16.9410 0.1490
H 22.6918 17.1516 17.3929 0.1174
C 18.5728 12.3652 22.4380 -0.5504
O 17.5538 11.8736 23.2237 -0.1262
O 19.4022 13.1385 23.0811 -0.1457
C 19.3065 11.1542 21.6947 -0.4825
F 20.1285 10.5399 22.5695 0.1331
F 18.5588 10.2158 21.0042 0.0874
F 20.1275 11.6430 20.7416 0.1135
C 17.9138 11.6265 24.5868 -0.2236
C 16.8613 10.6408 25.1676 -0.0586
H 16.8864 10.6448 26.2432 0.0650
H 15.8929 10.9015 24.7380 0.0601
H 17.0036 9.5957 24.8415 0.0786
H 17.7616 12.6051 25.0434 0.1253
H 18.8667 11.1409 24.6642 0.0895
H 18.1597 12.8791 21.5857 0.1131
C 19.7852 16.0094 20.3183 -0.3466
O 21.0784 15.7574 20.7670 -0.0694
O 19.4234 17.3533 20.0952 -0.0177
C 19.5456 15.3168 19.0411 -0.5524
F 18.2613 15.4134 18.7156 0.1543
F 20.3933 15.7397 18.1297 0.1856
F 19.7219 13.9278 19.0766 0.0974
C 22.2381 16.4190 20.0925 -0.1817
C 23.1219 15.4004 19.4178 -0.0446
H 24.1357 15.6279 19.6521 0.0377
H 22.8164 14.4362 19.9752 0.1087
H 22.9261 15.3072 18.3810 0.0477
H 22.8174 17.1023 20.7839 0.1311
H 21.8099 17.0488 19.3797 0.0566
H 19.1254 15.5486 21.1236 0.1847
As 25.9491 15.7913 23.1985 0.7318
F 26.7291 15.8078 24.7429 -0.2393
F 27.3961 16.0398 22.3510 -0.2196
F 25.0022 15.7059 21.7595 -0.2399
F 24.4833 15.5424 24.1661 -0.2772
F 25.6626 17.5067 23.1892 -0.2486
F 26.1310 14.0355 23.0605 -0.2549
```

LUMO level ... -0.0799 Eh
Kohn-Sham gap ... 7.65 eV
Total energy ... -215501.29317 eV
Net charge ... +1

# 3
Density functional theory data (ωB97M-V with the def2-TZVPD basis set) for a 2-piece molecular cluster, C2H4FNO6S overall in a non-equilibrium geometry.

```
15
Properties=species:S:1:pos:R:3:nbo_charge:R:1
C -0.5841 -2.6038 1.0777 -0.2719
C -0.5107 -2.2607 -0.1979 -0.1308
N 0.3198 -1.1793 -0.6236 0.5220
O 0.3202 -0.8981 -1.7952 -0.3223
O 0.9974 -0.5975 0.2142 -0.4293
O 1.3563 1.8429 -0.6899 -0.8820
O -0.3877 3.2991 -1.6014 -0.8822
O -0.9787 1.3370 -0.2503 -0.9312
O 0.0561 3.3821 0.7340 -0.3086
F 0.3867 2.5578 1.7981 -0.1202
S -0.0786 2.3891 -0.5708 2.5352
H 0.0014 -2.0818 1.8188 0.2342
H 1.3872 0.9271 -0.3166 0.5260
H -1.2214 -3.4051 1.4128 0.2228
H -1.0638 -2.7088 -1.0097 0.2382
```

LUMO level ... -0.0494 Eh
Kohn-Sham gap ... 10.50 eV
Total energy ... -29459.26247 eV
Net charge ... 0

Among the records above, which one has the lowest LUMO level?
C52H120AsF18N6O20